P | Computed, not measured: 2 unconnected molecules or ions with the total composition C9H14, with ωB97M-V/def2-TZVPD.

For the orbital gap, the calculation gives 9.80 eV. The LUMO energy is 0.0319 Ha. As for the HOMO energy: -8.93 eV.

Atoms and positions in Å:
1 C 0.925 -3.005 0.044
2 C -2.004 -0.745 -2.158
3 C -2.194 -1.007 -0.822
4 C -0.718 -0.927 -2.699
5 C -1.221 -1.642 -0.034
6 C 0.198 -1.614 -1.930
7 C -0.042 -2.068 -0.622
8 H -2.901 -0.592 -2.736
9 H -3.181 -0.979 -0.385
10 H -0.492 -0.512 -3.674
11 H -1.439 -1.841 1.009
12 H 1.229 -1.645 -2.270
13 H 0.487 -3.422 0.959
14 H 1.781 -2.433 0.423
15 H 1.310 -3.754 -0.648
16 C 0.287 3.447 2.013
17 C 1.791 3.123 1.906
18 H -0.176 2.566 2.439
19 H 0.065 4.348 2.591
20 H -0.162 3.615 1.033
21 H 1.963 2.615 0.955
22 H 2.388 4.032 1.918
23 H 2.108 2.438 2.689

Here are the Löwdin charges for atoms 1 to 2, given in e:
1 C -0.055
2 C -0.104



Q | Computed, not measured: 2 unconnected molecules or ions with the total composition C9H14, with ωB97M-V/def2-TZVPD.

For the orbital gap, the calculation gives 10.07 eV. The LUMO energy is 0.0377 Ha. As for the HOMO energy: -9.04 eV.

Atoms and positions in Å:
1 C 0.422 2.107 -2.763
2 C 0.571 3.323 -1.874
3 H 0.714 1.155 -2.331
4 H -0.605 1.946 -3.093
5 H 1.060 2.214 -3.646
6 H 0.137 3.256 -0.875
7 H 1.623 3.561 -1.740
8 H 0.166 4.225 -2.347
9 C -2.257 -2.321 1.676
10 C 0.462 0.162 0.717
11 C 1.587 -0.566 1.009
12 C -0.788 -0.461 0.780
13 C -0.934 -1.749 1.256
14 C 1.477 -1.927 1.328
15 C 0.226 -2.484 1.476
16 H 0.506 1.088 0.155
17 H 2.611 -0.218 1.018
18 H -1.694 0.109 0.583
19 H 2.383 -2.517 1.442
20 H -2.542 -1.914 2.649
21 H -2.210 -3.397 1.815
22 H 0.135 -3.513 1.803
23 H -3.049 -2.078 0.962

Here are the Löwdin charges for atoms 1 to 2, given in e:
1 C -0.176
2 C -0.179



In terms of stability, Q leads; the second structure lies 0.0104 hartree higher.



P | Computed, not measured: 2 unconnected molecules or ions with the total composition C9H14, with ωB97M-V/def2-TZVPD.

For the orbital gap, the calculation gives 10.08 eV. The LUMO energy is 0.0360 Ha. As for the HOMO energy: -9.10 eV.

Atoms and positions in Å:
1 C -0.055 1.755 -3.929
2 C 0.173 0.376 -3.323
3 H 0.598 1.794 -4.801
4 H -1.091 1.808 -4.260
5 H 0.044 2.600 -3.248
6 H -0.226 -0.333 -4.059
7 H 1.174 0.054 -3.053
8 H -0.512 0.133 -2.498
9 C 1.789 -1.630 1.164
10 C -1.643 0.435 2.744
11 C -1.204 0.821 1.489
12 C -1.106 -0.640 3.423
13 C -0.010 0.185 1.045
14 C -0.005 -1.274 2.899
15 C 0.588 -0.869 1.678
16 H -2.563 0.912 3.078
17 H -1.575 1.616 0.865
18 H -1.611 -1.005 4.306
19 H 0.508 0.684 0.225
20 H 0.396 -2.212 3.269
21 H 2.191 -0.974 0.377
22 H 1.560 -2.583 0.701
23 H 2.579 -1.653 1.909

Here are the Löwdin charges for atoms 1 to 2, given in e:
1 C -0.170
2 C -0.186



Q | Computed, not measured: 2 unconnected molecules or ions with the total composition C9H14, with ωB97M-V/def2-TZVPD.

For the orbital gap, the calculation gives 10.05 eV. The LUMO energy is 0.0378 Ha. As for the HOMO energy: -9.02 eV.

Atoms and positions in Å:
1 C 0.129 -0.367 -1.683
2 C 0.367 2.453 1.536
3 C 1.472 2.229 0.719
4 C -0.845 1.884 1.183
5 C 1.338 1.348 -0.351
6 C -0.986 1.077 0.070
7 C 0.140 0.718 -0.667
8 H 0.552 2.923 2.495
9 H 2.418 2.688 0.917
10 H -1.696 2.081 1.825
11 H 2.197 1.310 -1.017
12 H -1.911 0.560 -0.160
13 H 0.450 -1.354 -1.342
14 H 0.675 -0.169 -2.606
15 H -0.879 -0.649 -2.010
16 C -0.580 -3.220 0.564
17 C -0.600 -3.889 -0.802
18 H -1.549 -2.814 0.843
19 H -0.247 -3.872 1.310
20 H 0.067 -2.339 0.586
21 H -1.099 -4.860 -0.715
22 H 0.350 -4.188 -1.247
23 H -1.167 -3.254 -1.476

Here are the Löwdin charges for atoms 1 to 2, given in e:
1 C -0.062
2 C -0.099



R | Computed, not measured: 2 unconnected molecules or ions with the total composition C9H14, with ωB97M-V/def2-TZVPD.

For the orbital gap, the calculation gives 9.98 eV. The LUMO energy is 0.0368 Ha. As for the HOMO energy: -8.98 eV.

Atoms and positions in Å:
1 C 0.695 2.400 0.442
2 C -0.735 2.234 0.982
3 H 0.719 2.781 -0.576
4 H 1.282 3.023 1.107
5 H 1.165 1.412 0.420
6 H -1.077 3.210 1.356
7 H -1.389 2.013 0.147
8 H -0.866 1.555 1.818
9 C 0.896 -0.626 -2.334
10 C 0.999 -1.811 -0.140
11 C 0.331 -0.901 -0.958
12 C 0.475 -2.227 1.076
13 C -0.977 -0.574 -0.626
14 C -0.791 -1.782 1.449
15 C -1.501 -0.925 0.611
16 H 1.942 -2.247 -0.447
17 H 1.026 -2.927 1.691
18 H 1.986 -0.588 -2.278
19 H 0.517 0.292 -2.780
20 H -1.595 0.007 -1.300
21 H -1.300 -2.263 2.274
22 H -2.438 -0.581 1.037
23 H 0.636 -1.474 -2.972

Here are the Löwdin charges for atoms 1 to 2, given in e:
1 C -0.151
2 C -0.171



In terms of stability, R leads; the second structure lies 0.0021 hartree higher.



P | Computed, not measured: 2 unconnected molecules or ions with the total composition C9H14, with ωB97M-V/def2-TZVPD.

For the orbital gap, the calculation gives 10.05 eV. The LUMO energy is 0.0386 Ha. As for the HOMO energy: -9.00 eV.

Atoms and positions in Å:
1 C 0.122 1.697 1.452
2 C 0.440 1.294 0.042
3 C 1.673 0.698 -0.244
4 C -0.389 1.615 -1.030
5 C 1.957 0.247 -1.534
6 C -0.143 1.136 -2.307
7 C 1.032 0.453 -2.556
8 H -0.497 0.894 1.866
9 H -0.553 2.552 1.374
10 H 2.473 0.648 0.481
11 H -1.245 2.246 -0.813
12 H 2.892 -0.216 -1.814
13 H -0.817 1.325 -3.132
14 H 1.275 -0.017 -3.500
15 H 0.980 1.856 2.093
16 C -0.498 -2.067 1.664
17 C -1.748 -1.969 0.805
18 H -0.008 -2.995 1.338
19 H 0.303 -1.353 1.506
20 H -0.848 -2.202 2.684
21 H -1.574 -1.887 -0.274
22 H -2.423 -2.830 0.862
23 H -2.405 -1.126 1.036

Here are the Löwdin charges for atoms 1 to 2, given in e:
1 C -0.047
2 C -0.294



Q | Computed, not measured: 2 unconnected molecules or ions with the total composition C9H14, with ωB97M-V/def2-TZVPD.

For the orbital gap, the calculation gives 10.14 eV. The LUMO energy is 0.0379 Ha. As for the HOMO energy: -9.11 eV.

Atoms and positions in Å:
1 C -0.560 -1.181 -2.467
2 C -0.630 -1.752 1.289
3 C -1.030 -1.684 -0.045
4 C 0.686 -1.493 1.624
5 C -0.116 -1.326 -1.023
6 C 1.624 -1.198 0.641
7 C 1.216 -1.132 -0.679
8 H -1.340 -2.032 2.055
9 H -2.063 -1.942 -0.258
10 H 0.955 -1.567 2.670
11 H 2.653 -1.095 0.962
12 H 0.286 -1.403 -3.131
13 H -0.861 -0.158 -2.676
14 H 1.962 -0.887 -1.437
15 H -1.361 -1.888 -2.688
16 C 0.328 2.128 0.983
17 C -0.664 3.086 0.272
18 H 0.015 1.868 2.002
19 H 0.314 1.194 0.428
20 H 1.330 2.528 1.128
21 H -1.169 2.553 -0.524
22 H -0.143 3.967 -0.094
23 H -1.432 3.416 0.967

Here are the Löwdin charges for atoms 1 to 2, given in e:
1 C -0.049
2 C -0.090



R | Computed, not measured: 2 unconnected molecules or ions with the total composition C9H14, with ωB97M-V/def2-TZVPD.

For the orbital gap, the calculation gives 9.82 eV. The LUMO energy is 0.0358 Ha. As for the HOMO energy: -8.84 eV.

Atoms and positions in Å:
1 C 1.826 1.966 -0.682
2 C 1.345 -1.419 0.869
3 C 1.569 -2.296 -0.212
4 C 1.179 -0.077 0.674
5 C 1.599 0.506 -0.542
6 C 1.765 -1.707 -1.445
7 C 1.785 -0.330 -1.621
8 H 1.017 -1.768 1.856
9 H 1.433 -3.368 -0.140
10 H 0.579 0.570 1.305
11 H 1.860 -2.335 -2.330
12 H 0.914 2.418 -1.101
13 H 2.815 2.232 -1.047
14 H 1.688 0.067 -2.642
15 H 1.883 2.495 0.290
16 C -2.945 -0.037 0.273
17 C -2.781 0.780 1.511
18 H -3.947 -0.118 -0.152
19 H -2.348 0.266 -0.583
20 H -2.742 -1.099 0.411
21 H -3.045 1.819 1.212
22 H -1.786 0.762 1.928
23 H -3.663 0.676 2.167

Here are the Löwdin charges for atoms 1 to 2, given in e:
1 C -0.065
2 C -0.094



S | Computed, not measured: C9H14 in the gas phase, with ωB97M-V/def2-TZVPD.

For the orbital gap, the calculation gives 9.07 eV. The LUMO energy is 0.0307 Ha. As for the HOMO energy: -8.24 eV.

Atoms and positions in Å:
1 C 2.318 2.023 -1.490
2 C -2.128 -1.273 -1.255
3 C 1.798 1.334 -0.471
4 C -1.847 -1.127 0.066
5 C 0.318 1.339 -0.241
6 C -0.296 0.510 0.737
7 C 2.736 0.704 0.524
8 C -1.535 -2.265 0.959
9 C -1.758 0.261 0.678
10 H 3.363 1.960 -1.675
11 H 1.644 2.177 -2.267
12 H -2.446 -0.484 -1.919
13 H -2.164 -2.225 -1.689
14 H -0.398 1.791 -1.016
15 H 0.311 0.119 1.531
16 H 3.794 0.897 0.378
17 H 2.669 -0.408 0.456
18 H 2.583 1.047 1.543
19 H -0.475 -2.288 0.999
20 H -1.872 -3.164 0.566
21 H -2.019 -2.136 1.975
22 H -2.333 0.911 -0.004
23 H -2.263 0.296 1.615

Here are the Löwdin charges for atoms 1 to 2, given in e:
1 C 0.040
2 C 0.056



In terms of stability, Q leads; the second structure lies 0.0063 hartree higher.